The following is a DFT calculation (ωB97M-V with the def2-TZVPD basis set) of a structure of composition C3H4INOS.

Results
2S+1 = 1
Gap between HOMO and LUMO (spin up / spin down) = 0.270 / 0.272 hartree
Energy above the lowest of the compared OMol25 structures with the same formula, charge and spin = 82.0 kcal/mol

Geometry as XYZ:
```
11
Properties=species:S:1:pos:R:3:forces:R:3:lowdin_charge:R:1
C 1.16578 0.94460 -0.37444 -1.3 0.5 0.9 -0.496
C 1.88149 -0.39823 -0.25335 -0.4 -0.4 0.0 -0.763
C -0.34187 0.74941 -0.50361 0.3 4.6 -1.2 -0.035
N 1.23242 -1.48845 -0.24564 0.0 -1.1 -0.5 -0.142
O 1.74958 1.98422 -0.24743 0.2 -0.3 -0.3 0.058
S -0.73996 -2.71098 0.02313 1.1 0.9 -0.2 0.148
I 3.93234 -0.26016 0.04253 0.3 -0.1 -0.2 0.962
H -0.94610 1.72160 -0.10701 1.6 -2.2 -1.4 0.151
H -0.52349 -0.00588 0.15835 -1.3 -2.3 1.1 -0.040
H -0.49068 0.52504 -1.59324 -0.5 -0.1 1.2 0.113
H 1.79920 -2.34437 -0.33367 -0.2 0.6 0.5 0.044
```
Forces are in eV/Å.